No. 1
11
Properties=species:S:1:pos:R:3 method="wB97M-V/def2-TZVPD" relative_energy_ev=2.043 gap_ev=9.348 total_charge=0 e_tot_ha=-2858.744071
C 0.44079 -1.56932 -0.00013
C 0.05974 -0.29935 -0.00001
C 0.87754 0.96242 0.00008
O -0.09032 2.02472 -0.00003
N -1.34260 1.51484 -0.00004
C -1.29858 0.23714 0.00002
Br -2.84646 -0.79199 0.00003
H 1.47968 -1.84668 -0.00012
H -0.28589 -2.36328 -0.00013
H 1.50293 1.06574 0.89224
H 1.50316 1.06576 -0.89190

***

No. 2
14
Properties=species:S:1:pos:R:3 method="wB97M-V/def2-TZVPD" relative_energy_ev=3.313 gap_ev="6.033 / 7.097" total_charge=0 e_tot_ha=-698.590508
O -3.90153 2.31300 2.13896
C -1.27516 2.17088 -0.34164
O -0.99307 2.47363 -1.41377
O -1.43294 1.94602 0.80209
H -5.41472 1.90486 5.79565
O -4.39688 2.94070 4.33973
C -5.14190 1.79462 4.73755
C -4.17881 0.62233 4.48308
O -2.99555 1.25560 4.01368
C -3.38025 2.50652 3.44263
H -6.06480 1.69613 4.14512
H -4.58007 -0.07379 3.72940
H -3.93712 0.05651 5.39257
Cd -2.41418 3.48657 1.94002

***

No. 3
13
Properties=species:S:1:pos:R:3 method="wB97M-V/def2-TZVPD" relative_energy_ev=1.348 gap_ev=10.210 total_charge=0 e_tot_ha=-1259.878578
H -0.69890 1.59507 2.69211
N -0.32260 0.71303 2.36785
C -0.57529 0.65866 1.13930
Cl -1.39713 2.22837 0.32067
C -0.89985 -0.64067 0.36482
O -1.42610 -1.39539 1.19297
N -0.74263 -0.90139 -1.05002
C 0.37473 -0.10552 -1.53651
C 1.50460 -0.04622 -0.84836
Cl 2.06639 -0.97376 0.48105
H -0.57816 -1.91904 -1.27973
H 0.27935 0.45904 -2.49397
H 2.41561 0.32781 -1.35018

***

No. 4
15
Properties=species:S:1:pos:R:3 method="wB97M-V/def2-TZVPD" relative_energy_ev=0.310 gap_ev=9.110 total_charge=0 e_tot_ha=-1410.459622
O 0.60832 -0.14920 1.74722
C 0.10719 0.82004 1.25424
N -0.82629 0.82781 0.25361
C -1.48101 -0.29186 -0.28132
O -2.66425 -0.26427 -0.51157
N -0.72926 -1.40760 -0.52661
C 0.63679 -1.56778 -0.68452
O 1.36219 -0.44468 -0.83841
C 1.17315 -2.79827 -0.78544
Cl 2.86429 -3.00907 -1.07237
Cl 0.23165 -4.23414 -0.63421
H 0.34455 1.85046 1.57153
H -1.34216 1.68576 0.10694
H -1.27597 -2.23549 -0.73958
H 2.30461 -0.67695 -0.85403

***

No. 5
18
Properties=species:S:1:pos:R:3 method="wB97M-V/def2-TZVPD" relative_energy_ev=1.738 gap_ev="7.273 / 4.060" total_charge=+4 e_tot_ha=-1751.004265 spin_multiplicity=6
Tl -1.03873 3.65763 -0.04748
Ru 0.14443 -1.20513 -0.60928
Cl 1.63812 3.07437 -0.28207
Cl 2.12614 -0.83931 -1.52695
C -0.79819 0.22673 -1.15680
C 1.64580 5.17795 1.01659
C 0.84067 4.82582 -2.13826
O -1.39856 1.11384 -1.72535
O 2.71224 5.59634 1.17411
O 1.61249 5.30795 -2.83809
N -1.77014 -3.53783 1.79856
C -0.89480 -2.88440 1.01685
N -0.21850 -3.59426 0.11971
O -0.86813 -1.62405 1.12181
H -1.80535 -4.56965 1.86454
H -2.05689 -3.03382 2.63742
H 0.55943 -3.12638 -0.34730
H -0.43004 -4.56581 -0.07803

***

No. 6
11
Properties=species:S:1:pos:R:3 method="wB97M-V/def2-TZVPD" relative_energy_ev=2.506 gap_ev="9.199 / 6.459" total_charge=0 e_tot_ha=-1150.323896
C 0.91715 0.43938 -1.30123
C -0.35129 0.37125 0.82019
C -0.32781 0.41383 -0.75066
C -0.27754 -1.00971 1.28049
O 1.97346 0.35636 -0.73358
Cl 0.95715 0.77270 -3.10545
Cl -1.65211 -1.86178 1.48059
H 0.49663 1.14452 1.13891
H -1.22583 0.79890 1.10899
H -1.15490 0.10081 -1.39838
H 0.64510 -1.52624 1.46013

***

No. 7
13
Properties=species:S:1:pos:R:3 method="wB97M-V/def2-TZVPD" relative_energy_ev=0.102 gap_ev=8.713 total_charge=0 e_tot_ha=-1879.738829
C 2.05427 0.71871 -0.03419
C 0.66986 1.16390 -0.15285
C 1.99196 -0.64709 0.05490
C -0.06128 0.03760 -0.00790
N 0.71693 -1.05855 0.03775
Si -2.48975 -0.05795 -0.07714
Cl -3.18135 1.80918 -0.03092
Cl -3.03786 -1.03475 -1.69117
Cl -2.97058 -1.00287 1.61909
H 3.01866 1.17955 -0.02464
H 0.22965 2.19144 -0.23825
H 2.83307 -1.40993 0.22499
H 0.22644 -1.88924 0.32033

***

No. 8
17
Properties=species:S:1:pos:R:3 method="wB97M-V/def2-TZVPD" relative_energy_ev=1.269 gap_ev="7.942 / 7.945" total_charge=0 e_tot_ha=-3104.212260
C 0.18131 -0.01243 0.01067
C 0.06012 1.37742 -0.67719
C -0.58064 -1.03032 -0.76170
C 1.07329 2.47392 -0.14965
O -2.30122 -3.31203 1.23662
O -0.59358 -1.79736 2.31521
F 0.15468 -3.67717 0.72477
S -1.06890 -2.59045 1.18976
Cl -2.11446 -0.49973 -1.34851
Cl 0.22334 -2.22478 -1.72426
Cl 1.22955 3.79529 -1.32212
Cl 0.85844 3.13445 1.47425
Cl 2.69558 1.73992 0.08956
H -0.29585 -0.02729 1.00738
H 1.21347 -0.36258 0.17664
H -0.92117 1.97195 -0.52056
H 0.18604 1.04120 -1.72089

***

No. 9
16
Properties=species:S:1:pos:R:3 method="wB97M-V/def2-TZVPD" gap_ev="7.840 / 10.231" total_charge=0 e_tot_ha=-2660.841283 spin_multiplicity=3
C 1.78696 0.78676 -1.52734
C 0.08713 -1.08403 1.11404
C -0.30917 1.11047 -0.54506
C -1.39914 0.44663 0.30282
N -0.19965 -2.42116 1.30426
O 0.54040 0.23722 -1.09017
O -1.06672 -0.28739 1.42924
Cl 1.66958 -0.53557 1.56951
Cl -1.08407 2.22324 -1.88854
Cl 0.53368 2.28776 0.50862
Cl -2.20541 -0.73761 -0.77492
Cl -2.56371 1.73360 0.76439
H 2.24561 1.69166 -1.06035
H 2.33975 0.16583 -2.28277
H -1.05371 -2.60694 0.88263
H 0.67847 -3.01047 1.29365